(1)
C41H44F3N6OPdS4 as an isolated structure. Source: the Open Molecules 2025 dataset; level of theory: ωB97M-V/def2-TZVPD.

Geometry as XYZ:
```
100
Properties=species:S:1:pos:R:3:forces:R:3:mulliken_charge:R:1
Pd 0.11623 -0.36939 -0.76971 -0.039 -0.191 -0.406 0.950
O 0.15679 3.14324 2.81961 0.116 0.030 0.115 -0.680
S -1.07338 2.65696 2.14065 0.078 0.073 -0.097 0.902
C -2.31762 2.43092 3.41071 -0.067 -0.088 -0.050 0.273
C -3.43887 1.66518 3.12278 0.047 -0.023 0.011 -0.071
C -4.38318 1.46102 4.11871 -0.005 -0.002 0.003 -0.715
C -4.18654 1.99847 5.38420 -0.005 0.001 -0.004 -0.452
C -3.04190 2.73457 5.66320 -0.006 0.004 0.017 -0.693
C -2.09459 2.95118 4.67378 0.019 0.054 -0.039 -0.491
C -1.77522 4.11018 1.34153 -0.121 0.005 -0.012 0.322
C -2.99695 4.05784 0.68345 0.051 0.023 -0.038 -0.164
C -3.45750 5.18914 0.03070 -0.008 -0.017 -0.002 -0.857
C -2.69938 6.35398 0.02995 -0.009 0.019 -0.007 -0.460
C -1.47711 6.38834 0.68220 0.012 0.012 0.006 -0.650
C -1.00562 5.26019 1.34097 -0.002 -0.020 0.027 -0.268
H -3.55233 1.21143 2.14425 -0.009 0.009 0.013 0.265
H -5.26312 0.86614 3.91025 0.002 0.003 0.001 0.420
H -4.92135 1.82920 6.16134 0.004 0.000 -0.004 0.382
H -2.88402 3.13594 6.65645 -0.004 -0.003 -0.004 0.393
H -1.18102 3.50348 4.85947 -0.016 -0.009 -0.002 0.470
H -3.57296 3.14376 0.65658 -0.004 -0.024 0.007 0.294
H -4.40331 5.15463 -0.49432 0.005 0.003 0.002 0.401
H -3.05995 7.23145 -0.49234 0.006 -0.011 0.006 0.374
H -0.87943 7.29112 0.67323 -0.010 -0.001 -0.003 0.399
H -0.05186 5.25231 1.85250 -0.007 -0.001 -0.003 0.489
C 0.81410 -1.35392 2.26623 -0.076 -0.075 0.029 -1.168
C 1.65981 -2.21515 3.23316 0.028 0.043 0.022 -0.986
N 2.13304 -3.43002 2.57236 -0.016 -0.015 0.001 -0.165
C 3.12576 -3.04573 1.56767 0.008 -0.002 -0.013 -1.045
C 2.57105 -1.90980 0.67908 -0.053 -0.034 -0.023 -0.508
N 1.10414 -1.80220 0.87021 0.043 0.032 0.143 2.669
C 0.53711 -3.16444 0.71503 -0.050 0.025 0.008 -0.557
C 1.00849 -4.06081 1.87850 0.002 -0.003 0.023 -0.858
H 0.46341 0.57702 1.72900 -0.061 -0.006 -0.045 -0.696
H -0.24609 -1.59557 2.39946 0.009 0.010 -0.022 0.390
H 1.07169 -2.48437 4.11126 -0.013 -0.014 -0.002 0.218
H 2.53898 -1.66885 3.57466 -0.002 0.022 0.001 0.349
H 3.36002 -3.92876 0.96966 0.005 0.000 0.009 0.357
H 4.04149 -2.72957 2.07246 -0.011 0.003 0.006 0.350
H 2.76057 -2.10792 -0.37565 -0.019 0.016 0.020 0.224
H 3.02177 -0.95561 0.94591 0.003 0.018 0.008 0.180
H 0.86230 -3.54709 -0.25118 0.018 0.009 0.018 0.050
H -0.54938 -3.08515 0.68681 0.010 0.013 0.011 0.070
H 1.32146 -5.03911 1.50849 0.012 0.005 0.002 0.412
H 0.21097 -4.22458 2.60783 0.007 0.013 0.000 0.282
S -3.40247 1.12403 -6.19358 0.087 0.044 0.036 -0.239
C -1.74267 1.27231 -5.79182 -0.094 0.114 0.102 -0.360
S -1.29976 2.43936 -4.52414 -0.021 -0.189 -0.155 -0.120
C -0.39407 1.22091 -3.68518 -0.100 0.022 -0.031 0.042
N -0.33743 0.06654 -4.30147 -0.030 0.024 0.055 -0.193
N -1.02736 0.07765 -5.44480 0.023 0.028 -0.114 0.335
C -0.95578 -1.05204 -6.26524 0.020 0.003 0.035 -0.020
C -0.56971 -2.27199 -5.70415 0.050 -0.015 -0.020 0.393
C -0.49863 -3.39004 -6.51310 0.007 0.013 0.055 -0.632
C -0.80832 -3.30978 -7.86658 -0.009 -0.023 -0.058 -0.513
C -1.18217 -2.09106 -8.41606 0.000 0.008 0.019 -0.625
C -1.25573 -0.95461 -7.62641 0.011 -0.013 0.101 -0.547
S 0.38628 1.56635 -2.19869 0.107 0.199 0.082 -0.601
H -0.32779 -2.33377 -4.65013 -0.034 0.009 -0.068 0.298
H -0.19802 -4.33150 -6.06998 -0.003 0.009 -0.003 0.397
H -0.75244 -4.19339 -8.49079 -0.002 0.012 0.001 0.372
H -1.41391 -2.01745 -9.47133 0.003 -0.006 -0.002 0.354
H -1.52578 0.00274 -8.04452 -0.012 0.015 -0.019 0.467
C 1.54315 0.14094 5.30343 -0.027 -0.030 0.010 -1.949
C 2.45623 0.72493 4.25774 0.024 0.011 -0.043 0.946
C 3.63324 1.34373 4.67234 -0.004 0.028 -0.011 -0.915
C 4.43263 2.03050 3.77851 0.015 0.006 0.019 -0.934
C 4.03627 2.13090 2.45357 -0.011 -0.014 -0.018 -1.072
C 2.88708 1.50004 1.99777 -0.017 -0.017 0.007 0.678
C 2.44191 1.70498 0.57842 -0.003 -0.023 -0.062 0.111
C 2.12106 0.73687 2.89720 0.035 -0.056 0.092 0.320
N 0.93885 0.07385 2.46600 0.116 0.078 -0.019 1.500
H 1.31722 0.90293 6.05254 0.021 -0.011 0.000 0.553
H 2.00245 -0.70358 5.82293 -0.010 -0.013 -0.026 0.348
H 0.60269 -0.18865 4.86851 -0.008 0.019 0.005 0.202
H 3.90005 1.31072 5.72369 -0.013 0.003 -0.012 0.465
H 5.34019 2.51640 4.11521 -0.006 -0.007 -0.001 0.413
H 4.62390 2.71469 1.75421 -0.006 -0.007 0.006 0.433
H 3.15555 2.31531 0.02608 0.011 0.009 0.026 0.518
H 1.48021 2.22553 0.54342 0.007 -0.004 0.001 -0.142
H 2.32842 0.76849 0.02300 0.004 0.052 0.080 -0.696
C -1.79302 -3.26681 -1.81629 -0.029 0.011 -0.033 -1.192
C -0.37472 -3.13399 -2.27002 0.078 -0.102 -0.043 -0.232
C 0.38208 -4.10736 -2.90146 -0.060 0.013 0.079 -0.946
C 1.65002 -3.53552 -3.16424 0.046 0.104 0.020 -1.252
C 1.60325 -2.23725 -2.68443 0.087 -0.044 -0.020 0.242
C 2.64297 -1.16989 -2.83113 0.024 -0.028 0.010 -1.132
N 0.37676 -1.99837 -2.12815 -0.163 -0.099 0.020 2.454
H -2.03854 -4.32331 -1.68704 0.011 0.010 -0.024 0.476
H -2.49424 -2.84431 -2.53960 0.010 0.017 0.003 0.076
H -1.98185 -2.76030 -0.87074 0.007 0.014 0.023 -0.039
H 0.04323 -5.10382 -3.14917 -0.002 0.010 0.011 0.540
H 2.48649 -3.98832 -3.67815 -0.012 0.013 0.013 0.440
H 3.61995 -1.62011 -3.02331 -0.031 -0.004 -0.015 0.452
H 2.73500 -0.53794 -1.94283 -0.010 -0.016 -0.002 -0.079
H 2.40130 -0.49891 -3.65803 -0.018 0.028 -0.007 0.085
F -2.70230 -0.43292 -1.63525 0.031 0.010 -0.013 -0.238
C -1.97209 -0.02199 -0.57385 -0.053 -0.145 0.117 -0.232
F -2.33818 1.28701 -0.40540 0.042 0.034 0.083 -0.118
F -2.54798 -0.65834 0.52133 0.041 -0.009 -0.031 -0.293
```
Forces are in eV/Å.

ΔE to the lowest compared entry with this formula, charge and spin = 0.0 kcal/mol
Gap between HOMO and LUMO (alpha / beta) = 5.7 / 5.1 eV
2S+1 = 5
Total charge = -1
⟨S²⟩ = 6.02
M = 928.53 g mol⁻¹
E_LUMO (alpha / beta) = 2.27 / 0.57 eV

---

(2)
An isolated molecule of C22H30ClN3O2S. Source: the Open Molecules 2025 dataset; level of theory: ωB97M-V/def2-TZVPD.

Geometry as XYZ:
```
59
Properties=species:S:1:pos:R:3:forces:R:3:mulliken_charge:R:1
C -4.88528 -4.14198 0.27364 -0.188 -0.139 -0.050 -0.904
H -4.43524 -5.13241 0.22478 -0.080 0.049 -0.007 0.245
O -3.83041 -3.25807 0.55811 0.206 0.305 0.073 -0.395
C -4.10985 -1.92898 0.68494 0.082 0.085 0.012 0.490
C -3.02030 -1.11077 0.98153 -0.143 -0.134 -0.009 -0.282
C -3.16794 0.25747 1.13295 -0.089 -0.088 0.122 0.759
C -4.44021 0.80950 1.00428 -0.113 0.008 0.006 -0.521
C -5.52268 0.00428 0.71079 0.032 0.120 0.006 -0.907
C -5.37084 -1.36262 0.54315 -0.048 -0.353 -0.058 -0.519
H -6.23446 -1.96664 0.31384 -0.048 -0.086 -0.014 0.407
H -6.50634 0.44020 0.61118 -0.075 0.028 -0.002 0.374
H -4.58177 1.87080 1.14507 0.004 0.122 0.014 0.479
C -1.98223 1.12706 1.42921 0.165 -0.029 -0.212 -2.105
H -1.25370 0.56883 2.02026 -0.030 0.054 0.052 0.553
H -2.30475 1.98818 2.01865 0.022 0.025 0.069 0.599
C -1.25033 1.66402 0.17761 0.046 0.012 0.222 2.400
C -0.80818 0.50836 -0.72674 -0.023 0.175 0.199 -2.355
N -0.10586 1.02072 -1.89046 0.041 -0.044 -0.090 0.517
C -1.02070 1.77127 -2.72633 0.009 0.312 -0.060 -0.717
C -1.52561 2.99312 -1.96503 -0.125 -0.158 -0.078 -0.820
H -0.68977 3.66905 -1.78417 0.026 0.055 -0.076 0.344
C -2.16639 2.58108 -0.64150 0.276 -0.012 -0.063 -1.285
H -2.42105 3.47042 -0.06107 -0.105 0.025 0.080 0.343
H -3.09039 2.03843 -0.85387 -0.055 0.045 0.025 0.488
H -2.25762 3.52179 -2.57873 0.029 0.057 -0.012 0.473
H -0.48877 2.09208 -3.62618 -0.053 -0.063 -0.007 0.465
H -1.87993 1.14798 -3.03761 0.033 -0.003 -0.028 0.336
C 0.58798 -0.03220 -2.61243 0.045 0.015 -0.084 -0.906
C 1.70541 -0.56114 -1.78555 0.095 -0.386 0.040 0.471
C 2.00583 -1.83056 -1.41118 0.027 0.945 -0.175 -0.193
N 3.06994 -2.01592 -0.58982 0.251 -0.719 0.320 -0.649
C 3.62034 -0.88320 -0.28898 -0.510 0.671 -0.515 0.576
N 4.66936 -0.73315 0.51311 0.328 0.023 0.227 0.239
C 5.25134 0.54507 0.85471 0.049 0.394 -0.065 -0.610
C 6.25582 0.19790 1.95228 0.027 -0.019 -0.088 -0.732
H 5.76539 0.21954 2.92549 -0.010 0.034 0.037 0.310
C 6.66496 -1.23431 1.60615 -0.141 0.037 0.027 -0.630
H 7.39332 -1.22941 0.79475 0.035 -0.029 -0.022 0.284
C 5.35355 -1.85163 1.12975 0.051 -0.423 0.079 -0.571
H 4.76123 -2.23446 1.96878 0.047 -0.074 -0.045 0.301
H 5.47998 -2.65754 0.40513 -0.011 -0.002 0.084 0.352
H 7.08890 -1.76686 2.45402 0.045 -0.045 -0.010 0.361
H 7.09902 0.88425 1.97054 -0.017 0.062 0.046 0.370
H 5.74690 0.97961 -0.02287 0.002 0.055 0.050 0.331
H 4.47879 1.24407 1.18927 0.051 0.028 0.011 0.388
S 2.85560 0.52867 -1.04086 0.015 -0.507 0.087 -0.224
Cl 1.12153 -3.20454 -1.91292 -0.207 -0.294 -0.081 -0.199
H 0.98794 0.40519 -3.53442 -0.124 -0.058 0.003 0.422
H -0.07491 -0.87161 -2.88720 0.078 0.096 -0.025 0.357
H -0.14227 -0.16269 -0.17830 -0.039 -0.057 0.017 0.913
H -1.69289 -0.07844 -1.02929 0.099 -0.010 -0.005 0.336
C -0.01250 2.44778 0.67054 -0.320 0.159 -0.294 -1.478
H -0.33986 3.27322 1.30869 -0.062 0.022 -0.087 0.490
O 0.86453 1.68172 1.46065 0.155 -0.330 0.217 -0.604
H 1.31590 1.06330 0.87369 0.124 0.044 0.027 0.218
H 0.52626 2.85521 -0.19097 -0.073 0.051 0.087 0.438
H -2.05495 -1.57930 1.09531 0.166 -0.060 0.021 0.455
H -5.35624 -3.91258 -0.68821 0.010 0.000 0.049 0.358
H -5.64557 -4.12917 1.06184 0.024 0.008 -0.043 0.365
```
Forces are in eV/Å.

SMILES string = COc1cccc(C[C@]2(CO)CCCN(Cc3sc(N4CCCC4)nc3Cl)C2)c1
Gap between HOMO and LUMO = 8.4 eV
M = 436.02 g mol⁻¹
E_LUMO = 0.62 eV

---

(3)
A 2-piece molecular cluster, C23H24N5O2 overall in a non-equilibrium geometry. Source: the Open Molecules 2025 dataset; level of theory: ωB97M-V/def2-TZVPD.

Geometry as XYZ:
```
54
Properties=species:S:1:pos:R:3:forces:R:3:mulliken_charge:R:1
C 2.92706 2.07123 1.17481 3.919 -0.142 -2.380 -1.098
C 2.66646 1.48703 -0.26309 -2.866 1.360 1.683 1.131
O 1.52434 1.58700 -0.69532 -0.709 0.030 0.048 -0.699
N 3.59411 0.98624 -1.03938 3.149 -1.605 -1.724 0.229
C 4.88513 0.53589 -0.67026 0.391 4.736 7.939 -0.957
H 5.07188 1.27160 0.36578 0.375 -1.758 -2.886 0.328
C 4.81431 -0.91528 0.06776 3.899 1.587 -13.815 -0.908
N 3.74354 -1.45252 -0.80469 -3.016 -4.063 10.117 0.055
C 2.52527 -1.55220 -0.09553 7.165 0.575 5.896 0.724
C 2.54356 -1.54469 1.39324 -4.068 2.465 1.722 -0.894
C 1.23782 -1.31478 2.08249 1.447 -3.267 -1.767 -0.498
C 0.01781 -1.57403 1.24933 5.718 -2.504 1.079 0.307
C 0.18647 -2.04097 -0.13347 -2.350 3.411 6.680 -1.324
C 1.38976 -1.73234 -0.64330 -5.099 -3.034 -9.141 0.870
H 1.34253 -1.97585 -1.87412 0.461 1.020 3.379 -0.104
H -0.81605 -2.04304 -0.45568 -0.605 -0.905 -2.240 0.497
N -1.14415 -1.68864 2.08007 -0.791 5.620 -2.006 0.145
H -1.80876 -2.41214 1.98576 -0.728 -1.339 0.274 0.393
H -0.89572 -1.26242 2.96365 -0.118 -1.191 0.985 0.450
C -1.91887 -0.30502 1.57802 -2.676 0.384 -4.834 -0.254
N -1.32393 0.79618 1.50948 1.494 -0.651 4.170 -0.084
C -1.91201 1.98207 1.17136 2.855 0.411 -4.459 0.346
N -2.93858 2.01487 0.39379 -3.035 -0.900 1.471 -0.397
C -3.63707 0.80668 0.39459 -3.983 6.206 -6.526 0.386
C -3.06980 -0.29126 0.52547 4.901 -9.776 7.852 0.301
O -3.78302 -1.49563 0.49179 -0.270 -0.259 -1.182 -0.423
C -4.91499 -1.19110 -0.21999 6.992 12.424 0.645 0.384
C -5.96495 -1.56067 -0.73432 -4.481 -10.369 0.364 -0.542
C -7.04319 -1.04767 -1.29008 -0.573 4.888 -2.725 -0.761
C -6.82005 0.32356 -1.53969 -4.215 1.361 -2.791 -0.203
C -5.76599 1.18831 -1.17832 0.493 -7.561 1.652 -1.016
C -4.83192 0.35755 -0.54822 1.764 0.495 3.841 0.667
H -5.64698 2.17941 -1.26118 0.074 3.382 -0.565 0.634
H -7.65121 0.74508 -2.18330 0.954 -0.013 0.902 0.271
H -7.85308 -1.60401 -1.78928 0.530 0.404 0.777 0.372
H -6.04409 -2.58174 -0.50215 -0.769 -2.411 -0.111 0.392
C -0.97879 3.14297 0.92080 -8.559 3.738 11.238 -1.004
H -0.60591 3.29782 2.35838 -0.469 -0.164 -4.197 0.206
H -0.18880 3.07427 0.41358 6.163 -0.803 -4.305 0.408
H -1.73087 4.11104 0.89104 2.492 -2.397 -0.642 0.257
H 1.35813 -1.47137 3.29738 -1.012 0.937 -3.239 0.101
H 3.25547 -1.33304 2.24074 0.327 -0.710 -2.019 0.349
C 3.62903 -1.19109 -2.06896 5.149 0.351 -6.378 -0.993
H 4.69350 -1.40444 -2.45516 -1.162 -0.004 -0.192 0.321
H 2.98950 -1.77760 -2.72397 -0.040 -0.324 0.549 0.441
C 3.40352 0.25080 -2.26140 -7.212 0.724 1.348 -0.799
H 2.25130 0.26579 -2.36130 1.598 0.743 -0.713 0.306
H 3.88753 0.65955 -3.04505 1.460 1.528 -2.646 0.577
H 5.84148 -1.16723 -0.58190 -2.011 -0.890 2.943 0.350
H 4.77938 -0.82213 1.03174 -0.422 -0.248 5.055 0.536
H 5.59413 0.94839 -1.37793 0.545 -1.129 -0.222 0.425
H 1.99042 2.47544 1.50814 -0.146 0.062 0.311 0.184
H 3.75681 2.96312 0.87841 -2.171 -2.271 1.552 0.352
H 3.38856 1.23101 1.82945 -0.755 1.848 -0.765 0.261
```
Forces are in eV/Å.

Gap between HOMO and LUMO = 7.1 eV
Total charge = +1
M = 402.48 g mol⁻¹
E_LUMO = -3.61 eV

---

(4)
An isolated ion of composition C5H4N and charge +1 in a non-equilibrium geometry. Source: the Open Molecules 2025 dataset; level of theory: ωB97M-V/def2-TZVPD.

Geometry as XYZ:
```
10
Properties=species:S:1:pos:R:3:forces:R:3:mulliken_charge:R:1
C 0.18068 0.05462 -1.32359 0.216 1.935 2.020 0.011
C 0.41573 0.84372 -0.33819 0.506 -2.109 -3.660 0.256
C -0.20713 -0.69066 0.21784 -1.273 0.911 -0.667 0.550
C -0.67535 -1.17252 -1.10143 -0.088 -1.470 1.280 -0.248
C 0.69294 1.17329 1.04397 -2.054 -0.102 0.928 -0.396
N -0.26299 -0.16630 1.36063 2.047 1.245 0.501 -0.332
H -1.76310 -1.10443 -1.17608 0.167 0.535 -0.299 0.272
H -0.37534 -2.17886 -1.43111 0.418 0.726 -0.131 0.300
H 1.70612 1.02207 1.37838 0.237 -0.483 0.059 0.289
H 0.34031 2.18169 1.37651 -0.176 -1.186 -0.033 0.298
```
Forces are in eV/Å.

ΔE to the lowest compared entry with this formula, charge and spin = 72.4 kcal/mol
Gap between HOMO and LUMO = 9.9 eV
Total charge = +1
M = 78.09 g mol⁻¹
E_LUMO = -5.84 eV

---

(5)
C8H14O5V as an isolated structure in a non-equilibrium geometry. Source: the Open Molecules 2025 dataset; level of theory: ωB97M-V/def2-TZVPD.

Geometry as XYZ:
```
28
Properties=species:S:1:pos:R:3:forces:R:3:mulliken_charge:R:1
C 1.68899 -1.83006 1.22358 0.346 -0.217 -0.617 -1.194
C 2.23346 -0.67711 0.37542 -0.404 -0.071 0.914 -0.157
C 1.86093 0.72556 0.86260 0.127 0.102 -0.656 -0.743
C 0.53399 1.28276 0.35418 -0.032 0.362 1.052 -0.865
C -0.68814 0.37074 0.59395 0.798 1.246 -0.611 0.398
C -1.03506 -0.31676 -0.71948 0.502 -0.314 -0.714 -0.085
O -2.38566 -0.06916 -1.00641 -0.878 -0.862 0.098 -0.407
C -3.03935 0.32236 0.15180 -0.640 0.385 -0.601 0.201
O -4.18686 0.06177 0.33309 0.643 0.451 -0.011 -0.514
C -2.00725 1.02889 1.03842 -0.258 -0.998 1.089 -0.170
O -2.06526 2.41780 1.10564 -0.027 0.164 -0.949 -0.540
H 0.64277 -2.02278 1.02216 -0.307 0.001 0.266 0.269
H 1.87037 -1.70183 2.28282 -0.128 0.177 0.242 0.315
H 2.21087 -2.73524 0.92922 0.078 -0.264 0.028 0.367
H 1.87889 -0.82619 -0.64304 0.208 0.115 -0.354 0.034
H 3.31260 -0.75601 0.39873 0.273 -0.021 -0.277 0.387
H 2.62721 1.39463 0.48060 0.143 0.246 0.017 0.356
H 1.92713 0.81605 1.94189 -0.081 -0.269 0.285 0.427
H 0.35412 2.21655 0.87853 -0.028 0.244 0.028 0.272
H 0.65686 1.55819 -0.68655 -0.234 -0.064 -0.319 0.362
H -0.43061 -0.28042 1.41570 0.076 -0.648 -0.239 0.535
H -0.53598 0.06705 -1.63087 0.507 0.415 0.447 -0.204
H -0.74396 -1.37166 -0.72076 -0.609 -0.356 0.224 0.309
H -2.26657 0.63521 2.01844 0.142 -0.090 0.261 0.379
H -2.15238 2.66748 2.02392 -0.114 0.180 0.185 0.396
O -0.77816 -1.72570 -5.86685 2.759 1.270 0.726 -0.515
V -0.33988 -1.01078 -4.49645 -2.172 0.507 2.978 1.930
O 0.85692 -0.24131 -3.66028 -0.689 -1.689 -3.490 -0.542
```
Forces are in eV/Å.

Gap between HOMO and LUMO = 3.3 eV
Total charge = +1
M = 241.14 g mol⁻¹
E_LUMO = -9.64 eV